# 1
Below is a cluster of 3 separate species, C19H19INO11PS2 in total at a distorted geometry, with properties calculated with ωB97M-V/def2-TZVPD.

XYZ file:
```
54
Properties=species:S:1:pos:R:3:forces:R:3
I 5.20820 -4.86714 -2.56579 0.3211 0.6900 0.0272
S -2.75702 7.19987 -0.70404 -0.0166 0.4541 -0.5396
S 0.54830 3.01316 -0.03726 -0.3888 0.4903 0.4512
P 2.93497 -4.70380 -3.44632 -1.8036 -0.2302 -1.5359
O -2.40379 6.20707 0.26798 -0.5941 1.1765 -0.7485
O 1.60849 3.97242 -0.13412 -0.6425 -0.8662 -0.2965
O -1.71794 8.43863 -0.57949 -0.7716 -0.5376 -0.1848
O 0.32589 2.65424 1.52916 0.0542 -0.2731 -0.9992
O -2.37855 -2.42551 -0.17024 4.2089 -1.0966 0.3909
O 3.06495 -4.35181 -5.14768 0.3672 -0.5631 1.9869
O -4.08000 7.73485 -0.82178 0.9585 -0.5643 0.4681
O 0.39628 -5.98797 -2.03309 0.4305 3.3769 2.7016
O 0.53652 1.79042 -0.78693 0.4324 1.2458 0.5430
O -0.85608 3.78447 -0.28143 1.0547 -0.2113 0.1935
O -2.28729 6.67418 -2.16473 0.0586 -0.0032 1.0490
N 0.78574 -4.03038 5.45214 -0.2375 -0.0598 -0.7067
C -0.63480 -3.89941 0.94675 1.2509 -1.7003 1.2302
C -0.38305 -4.86636 4.96072 1.0550 0.9496 -1.4754
C 0.24484 -5.04862 0.32079 -0.3369 0.2156 2.3169
C -0.76497 8.37255 -1.64178 0.6117 -0.3000 -0.2599
C 0.89113 -6.15388 1.18581 -2.3649 3.1595 1.2252
C -1.19031 -2.81607 -0.12181 -1.0554 0.2450 -0.1444
C -0.89565 -3.81276 2.46843 2.5442 -3.3283 -2.1183
C -0.03971 -2.33928 -1.15774 2.1793 0.3926 -1.7190
C 2.26874 -1.71767 -3.13459 -2.5712 0.0006 2.4588
C 1.99156 -3.20585 -2.78541 -1.8556 3.4781 1.4979
C -1.48728 7.67993 -2.78691 -0.0312 0.6423 -0.2811
C 0.83695 -3.49264 -1.78285 0.2941 2.1458 -0.3461
C 0.48383 -4.99413 -1.27990 -0.2196 -0.7876 -0.4830
C 0.65317 -6.08407 2.72009 -1.1626 2.4389 -2.3019
C 0.23855 -0.85116 -1.50467 2.1650 -3.7221 -1.5919
C 1.42926 -0.55624 -2.49063 -0.9325 -3.2280 0.7866
C -0.75745 3.43639 2.03616 -0.2321 0.6767 0.0532
C -1.70100 3.61179 0.85794 -0.6827 -0.5563 0.6374
C -0.20913 -4.92644 3.34785 -0.3504 -0.7033 -2.2948
H 1.51730 -6.95355 0.65302 -1.0975 1.3098 1.1142
H -0.28898 -5.89141 5.44994 -0.4354 1.3886 -0.8104
H -1.53973 -2.97848 2.90743 1.0575 -1.4472 -0.6643
H 3.12380 -1.44792 -3.84600 -1.4489 -0.5045 1.1984
H -0.79828 7.23458 -3.50450 -0.1507 -0.2026 0.1846
H -2.30626 2.71410 0.70015 0.0791 -0.0167 0.0357
H 0.75542 -3.10331 4.97709 -0.1086 -0.9468 0.4996
H -0.42637 9.37318 -1.91254 -0.2231 -0.0256 0.1916
H -1.23313 2.93538 2.87922 0.2074 -0.1694 -0.1556
H 1.65632 -4.45832 5.08715 -0.7279 0.2604 0.3673
H 1.16630 -6.88603 3.37022 -1.1071 1.5603 -0.9758
H 1.65447 0.54733 -2.71512 -0.2890 -2.0578 0.3087
H -0.35432 4.39851 2.36578 -0.0872 -0.0314 0.0010
H -2.35724 4.47441 0.98064 0.3830 -0.4294 -0.1592
H -1.34379 -4.30145 5.24292 1.3831 -1.1919 -0.4405
H 0.08823 7.78107 -1.29791 -0.0272 0.0332 -0.0649
H -0.37751 -0.02873 -1.02202 1.0346 -1.4370 -0.9281
H -2.15719 8.37087 -3.30706 0.0918 -0.0048 0.0041
H 3.31758 -5.21902 -5.54303 -0.2706 0.8658 0.3030
```
Positions in Å, forces in eV/Å.

Computed properties:
**Frontier orbital gap**: 7.437 eV

Atomic partial charges in e from the natural (NBO) method, atoms 1 to 4: -0.1610, 2.5304, 2.5305, 0.9311

***

# 2
Below is an isolated molecule of C4H6O2S at a distorted geometry, with properties calculated with ωB97M-V/def2-TZVPD.

XYZ file:
```
13
Properties=species:S:1:pos:R:3:forces:R:3
S 0.46620 0.80432 -2.73391 -0.2640 -1.2238 2.0282
O 1.57523 -0.14755 -2.96968 -0.8012 1.0824 0.2559
O -0.77010 -0.00646 -1.92453 0.8351 0.9797 1.7630
C -0.41926 -1.14928 0.34504 1.0558 -2.0700 -3.1309
C 0.31074 1.18967 -0.02703 -1.2362 -0.4898 -3.6310
C 0.89252 1.68858 -1.13838 0.1281 -0.8805 0.5983
C -0.75476 0.14189 -0.34834 -0.8598 -0.4056 -2.1196
H -1.27180 -1.81778 0.26165 0.0487 -0.2474 -0.0621
H 1.77259 2.32803 -1.18859 -0.2429 -0.0721 0.1171
H 0.51337 -1.71715 -0.08247 -1.6170 1.3623 0.8847
H -0.31732 -0.91613 1.34262 0.5376 0.2875 2.4277
H -1.89249 0.24286 -0.15436 2.0109 0.9948 -0.1958
H 0.59932 1.25368 0.98090 0.4047 0.6826 1.0644
```
Positions in Å, forces in eV/Å.

Computed properties:
**Energy above the lowest of the compared OMol25 structures with the same formula, charge and spin**: 51.3 kcal/mol
**Frontier orbital gap**: 10.206 eV

Atomic partial charges in e from the natural (NBO) method, atoms 1 to 4: 1.4770, -0.9182, -0.7363, -0.6341